Record 1
Below is a molecular structure, C35H61BrN2O2RuSSi3 at a distorted geometry, with properties calculated with the ωB97M-V functional and the def2-TZVPD basis.

Each line ends with the Mulliken spin population.
CARTESIAN COORDINATES (ANGSTROEM)
Ru (1.84, -1.15, -0.57)  0.254
Br (0.40, 0.86, -0.10)  0.012
S (2.94, 0.07, -2.57)  -0.009
Si (3.30, -3.34, -0.90)  -0.148
Si (-3.09, 2.36, -0.90)  -0.085
Si (-0.12, -2.43, -0.89)  -0.075
O (6.30, -1.74, -0.29)  0.001
O (4.14, -1.77, -0.87)  0.087
N (2.49, -1.24, 1.77)  0.023
N (2.03, -0.38, 3.90)  0.001
C (1.59, 0.77, 4.67)  0.000
C (2.42, -0.26, 2.60)  -0.012
C (4.31, 2.27, -1.95)  -0.007
C (-3.91, 4.24, -3.00)  0.072
C (-5.96, 1.75, -0.90)  0.078
C (-0.17, -6.61, -0.99)  0.003
C (2.13, -5.93, -0.97)  -0.008
C (-1.67, 4.69, -0.04)  0.033
C (-4.65, 0.88, 1.01)  0.072
C (-4.60, 1.17, -0.49)  0.205
C (4.31, -4.15, 0.54)  -0.001
C (1.77, -4.59, -0.93)  -0.135
C (-1.59, 3.34, -3.13)  0.045
C (-3.03, 3.00, -2.75)  0.196
C (-1.50, -2.46, 0.49)  -0.011
C (-2.20, 3.09, 1.72)  0.066
C (1.84, -1.68, 4.50)  0.000
C (2.89, 1.08, 2.12)  0.007
C (0.49, -2.34, 4.20)  0.000
C (-2.75, 3.73, 0.45)  0.132
C (-1.05, -2.02, -2.55)  -0.006
C (6.23, 1.07, -0.39)  0.002
C (0.41, -4.27, -0.96)  0.053
C (-4.00, 4.54, 0.81)  0.082
C (-4.41, -0.18, -1.18)  0.151
C (0.09, 1.02, 4.54)  -0.001
C (5.24, 0.28, -0.98)  0.010
C (-3.49, 1.91, -3.72)  0.101
C (1.18, -6.94, -1.00)  -0.007
C (6.24, 2.44, -0.53)  -0.004
C (5.28, 3.04, -1.34)  0.003
C (4.24, 0.89, -1.76)  0.000
C (5.29, -1.18, -0.68)  -0.021
C (4.01, -3.81, -2.63)  -0.012
C (-0.53, -5.28, -0.99)  0.007
H (3.99, -4.89, -2.78)  0.001
H (3.56, 2.74, -2.57)  0.000
H (-1.16, -0.94, -2.67)  0.002
H (6.98, 0.56, 0.21)  0.000
H (3.65, 1.46, 2.79)  0.000
H (0.23, -2.20, 3.16)  0.000
H (-5.43, 0.14, 1.22)  0.004
H (-3.60, 5.07, -2.38)  0.004
H (-6.76, 1.04, -0.66)  0.002
H (-3.81, 4.55, -4.04)  0.001
H (-2.86, 1.03, -3.62)  -0.027
H (-0.30, -1.91, 4.81)  0.000
H (-6.00, 1.93, -1.97)  0.006
H (-4.49, -0.10, -2.26)  0.004
H (0.54, -3.41, 4.41)  0.000
H (-4.96, 4.03, -2.81)  -0.006
H (-4.87, 1.77, 1.59)  0.002
H (-3.42, 2.27, -4.74)  0.001
H (2.14, 1.65, 4.33)  0.000
H (-2.05, -2.45, -2.58)  0.002
H (-4.53, 1.62, -3.54)  0.003
H (-3.43, -0.58, -0.95)  -0.057
H (-5.16, -0.89, -0.84)  0.001
H (-1.22, -3.14, 1.29)  0.001
H (2.65, -2.33, 4.14)  0.000
H (-3.77, 5.26, 1.59)  0.003
H (6.98, 3.04, -0.03)  0.000
H (-1.41, 5.40, 0.74)  0.002
H (-1.83, 3.87, 2.40)  -0.002
H (1.98, -1.57, 5.58)  0.000
H (-0.91, 2.55, -2.83)  -0.022
H (2.21, -2.14, 2.14)  0.004
H (3.18, -6.20, -0.98)  -0.001
H (-1.37, 2.44, 1.47)  -0.027
H (-0.78, 4.12, -0.29)  -0.021
H (-1.98, 5.27, -0.91)  0.003
H (1.86, 0.60, 5.72)  0.000
H (3.72, -4.30, 1.43)  0.000
H (-0.18, 1.96, 5.02)  0.000
H (3.31, 0.96, 1.12)  0.000
H (1.50, -7.97, -1.02)  -0.001
H (-4.39, 5.09, -0.05)  -0.011
H (-2.45, -2.80, 0.09)  0.001
H (5.30, 4.11, -1.49)  0.000
H (-0.20, 1.06, 3.49)  0.001
H (-1.52, 3.46, -4.21)  0.002
H (3.42, -3.36, -3.42)  -0.001
H (2.06, 1.79, 2.04)  -0.002
H (-4.79, 3.89, 1.17)  0.006
H (5.18, -3.56, 0.79)  0.000
H (5.04, -3.47, -2.75)  0.001
H (-1.66, -1.47, 0.93)  0.008
H (-3.70, 0.47, 1.34)  -0.026
H (-0.49, -2.39, -3.40)  -0.002
H (-0.47, 0.23, 5.02)  0.000
H (-0.92, -7.39, -0.99)  0.000
H (-1.58, -5.02, -1.00)  -0.001
H (-2.96, 2.53, 2.25)  0.000
H (-1.25, 4.26, -2.67)  -0.001
H (4.67, -5.13, 0.22)  0.000
H (-6.16, 2.68, -0.38)  -0.008

Summary:
- HOMO energy (spin up / spin down) (eV) = -4.14 / -4.42
- total charge = -1
- E_LUMO (spin up / spin down) (Eh) = 0.0645 / 0.0845
- 2S+1 = 2

***

Record 2
Below is a single C9H17FNO molecule at a distorted geometry, with properties calculated with the ωB97M-V functional and the def2-TZVPD basis.

Each line ends with the natural charge from an NBO analysis.
CARTESIAN COORDINATES (ANGSTROEM)
F (-1.71, -2.53, -1.35)  -0.371
O (1.05, 1.59, 1.08)  -0.350
N (0.44, 0.45, 0.92)  -0.013
C (-1.03, -1.36, -1.00)  0.216
C (1.20, -0.42, 0.00)  0.111
C (0.42, -1.69, -0.50)  -0.450
C (-1.76, -0.62, 0.18)  -0.449
C (-1.69, 1.36, 1.73)  -0.609
C (-1.13, 1.69, -0.71)  -0.647
C (1.83, 0.30, -1.25)  -0.637
C (-0.96, 0.68, 0.49)  0.109
C (2.44, -0.97, 0.84)  -0.611
H (-1.63, 1.24, -1.60)  0.208
H (-1.31, 0.88, 2.67)  0.218
H (-0.94, -0.75, -1.92)  0.164
H (2.03, -1.83, 1.43)  0.205
H (-1.82, 2.51, -0.38)  0.223
H (2.79, -0.20, 1.57)  0.236
H (-1.37, 2.43, 1.77)  0.225
H (1.01, -2.12, -1.35)  0.228
H (0.32, -2.44, 0.32)  0.217
H (-0.20, 2.19, -1.04)  0.236
H (2.43, -0.47, -1.79)  0.213
H (3.26, -1.31, 0.18)  0.213
H (-1.70, -1.27, 1.09)  0.221
H (2.56, 1.08, -0.93)  0.237
H (-2.79, 1.29, 1.64)  0.212
H (1.08, 0.69, -1.98)  0.212
H (-2.81, -0.40, -0.12)  0.233

Summary:
- HOMO energy (spin up / spin down) (eV) = -9.14 / -9.90
- E_LUMO (spin up / spin down) (Eh) = 0.0314 / -0.0117
- 2S+1 = 2